Arrangement a

Below is a cluster of 2 separate species, C4H4INO in total, with properties calculated with ωB97M-V with the def2-TZVPD basis set.

```
! RIJCOSX wB97M-V def2-TZVPD def2/J DEFGRID3
* xyz 0 1
O 0.736 2.275 0.236
C -0.229 2.305 -0.450
C -1.460 1.685 0.112
N -2.295 0.972 -0.551
I -3.781 -0.123 0.122
H -0.512 2.695 -1.471
H -1.630 1.977 1.182
C -0.705 -2.115 0.417
C 0.065 -1.277 -0.006
H -1.430 -2.773 0.813
H 0.666 -0.472 -0.306
*
```

SMILES string ... O=C/C=N/I.C#C
HOMO ... -9.3 eV

Arrangement b

Below is an isolated molecule of C4H4INO, with properties calculated with ωB97M-V with the def2-TZVPD basis set.

```
! RIJCOSX wB97M-V def2-TZVPD def2/J DEFGRID3
* xyz 0 1
C 0.046 1.384 -2.250
C -0.034 0.412 -1.557
C -0.199 -0.635 -0.565
N -0.231 -0.037 0.741
I -1.636 1.337 1.212
C 0.625 -0.614 1.988
O 1.375 -1.513 1.831
H 0.143 2.205 -2.896
H 0.651 -1.322 -0.591
H -1.122 -1.197 -0.772
H 0.382 -0.019 2.860
*
```

SMILES string ... C#CCN(I)C=O
HOMO ... -8.9 eV

Decreasing stability: arrangement b, arrangement a

Arrangement a

Below is a structure of composition C4H12O5, with properties calculated with ωB97M-V with the def2-TZVPD basis set.

```
! RIJCOSX wB97M-V def2-TZVPD def2/J DEFGRID3
* xyz 0 1
C 0.781 -0.204 -0.356
C 0.267 1.572 1.228
C 0.686 -1.596 0.186
C 0.206 0.076 -1.712
O 2.065 0.312 -0.313
O 0.694 2.568 0.395
H 2.554 -0.071 0.426
H 1.459 2.243 -0.106
H 1.033 1.045 1.800
H -0.505 1.968 1.873
H 1.074 -1.644 1.205
H -0.354 -1.918 0.185
H 1.274 -2.278 -0.438
H 0.137 1.153 -1.882
H 0.860 -0.345 -2.483
H -0.781 -0.371 -1.797
O -2.943 -0.170 0.251
O -0.999 0.333 0.655
O -2.792 -1.548 0.009
H -3.004 -1.943 0.868
H -1.712 0.816 0.005
*
```

HOMO (spin up / spin down) ... -8.5 / -6.3 eV

Arrangement b

Below is a cluster of 2 separate species, C4H12O5 in total, with properties calculated with ωB97M-V with the def2-TZVPD basis set.

```
! RIJCOSX wB97M-V def2-TZVPD def2/J DEFGRID3
* xyz 0 1
C -0.052 -0.625 1.650
C 0.481 0.594 0.915
C 1.535 1.364 1.693
O -0.486 1.446 0.470
O 1.182 -0.052 -0.332
O 1.590 0.955 -1.232
H 0.752 -1.336 1.813
H -0.836 -1.102 1.072
H -0.453 -0.309 2.610
H 1.066 1.835 2.554
H 1.965 2.137 1.061
H 2.322 0.690 2.020
H -1.248 0.936 0.016
H 0.818 1.553 -1.237
C -0.793 -1.756 -2.015
O -0.849 -0.514 -1.367
O -2.283 0.031 -1.129
H -0.465 -1.642 -3.053
H -0.024 -2.337 -1.505
H -1.715 -2.342 -2.043
H -2.505 0.474 -1.962
*
```

SMILES string ... CC(C)(O)OO.COO
HOMO ... -9.0 eV

Decreasing stability: arrangement b, arrangement a

Arrangement a

Below is a cluster of 2 separate species, C2H2N2OS in total, with properties calculated with ωB97M-V with the def2-TZVPD basis set.

```
! RIJCOSX wB97M-V def2-TZVPD def2/J DEFGRID3
* xyz 0 1
N 1.262 1.661 -2.703
C 0.279 1.295 -2.221
O -0.637 1.153 -1.553
H 1.596 1.620 -3.620
N -2.040 -1.337 0.161
C -0.888 -1.550 -0.205
S 0.618 -1.633 -0.634
H -2.453 -0.477 -0.086
*
```

SMILES string ... N=C=O.N=C=S
HOMO ... -9.6 eV

Arrangement b

Below is an isolated molecule of C2H2N2OS, with properties calculated with ωB97M-V with the def2-TZVPD basis set.

```
! RIJCOSX wB97M-V def2-TZVPD def2/J DEFGRID3
* xyz 0 1
C -0.837 0.382 0.057
C -0.175 -0.868 -0.062
N 0.436 2.395 0.023
N -0.311 1.540 0.020
O 1.028 -1.328 -0.089
S 2.711 -0.907 0.039
H -1.908 0.431 0.155
H -0.943 -1.645 -0.144
*
```

HOMO (spin up / spin down) ... -7.8 / -7.8 eV

Decreasing stability: arrangement a, arrangement b

Arrangement a

Below is an isolated molecule of C2H3N3OS, with properties calculated with ωB97M-V with the def2-TZVPD basis set.

```
! RIJCOSX wB97M-V def2-TZVPD def2/J DEFGRID3
* xyz 0 1
H 0.690 -2.010 1.635
N 0.946 -1.610 0.792
C 0.104 -0.681 0.728
O -0.757 -0.089 1.667
C -1.448 0.806 0.882
N -1.168 0.952 -0.334
N -0.199 0.016 -0.443
S 1.029 0.237 -1.589
H -1.967 1.778 1.531
H 1.873 0.886 -0.837
*
```

SMILES string ... [H]/N=c1\ocnn1S
HOMO ... -9.1 eV

Arrangement b

Below is an isolated molecule of C2H3N3OS, with properties calculated with ωB97M-V with the def2-TZVPD basis set.

```
! RIJCOSX wB97M-V def2-TZVPD def2/J DEFGRID3
* xyz 0 1
O -0.657 1.840 -0.130
N -0.171 0.598 0.169
N 1.113 0.314 -0.126
C 1.123 -1.063 -0.117
N -0.072 -1.582 0.025
C -0.971 -0.529 0.063
S -2.610 -0.468 -0.067
H -1.605 1.691 0.090
H 1.837 0.849 0.360
H 2.012 -1.650 -0.268
*
```

SMILES string ... On1[nH]cnc1=S
HOMO ... -8.5 eV

Decreasing stability: arrangement b, arrangement a

Arrangement a

Below is an isolated molecule of C8H15N3O5, with properties calculated with ωB97M-V with the def2-TZVPD basis set.

```
! RIJCOSX wB97M-V def2-TZVPD def2/J DEFGRID3
* xyz 0 1
C 2.221 -1.490 -0.656
C 2.859 -0.193 -0.277
O 2.933 0.759 -1.329
C 2.179 0.524 0.888
N 2.105 -0.191 2.127
C 0.839 1.214 0.382
O 0.880 2.372 -0.046
N -0.233 0.464 0.328
C -1.328 0.796 -0.629
C -1.980 -0.503 -1.160
C -2.209 -1.408 0.011
N -3.511 -1.493 0.302
O -1.368 -2.004 0.591
C -2.324 1.708 0.016
O -3.506 1.492 0.209
O -1.789 2.863 0.342
H 2.888 -1.989 -1.442
H 1.197 -1.466 -1.148
H 2.179 -2.214 0.208
H 3.915 -0.355 0.028
H 2.127 0.592 -1.912
H 2.767 1.439 1.083
H 1.355 -0.951 2.217
H 1.805 0.573 2.773
H -0.217 -0.497 0.519
H -0.902 1.210 -1.525
H -1.278 -1.045 -1.854
H -2.947 -0.412 -1.641
H -3.767 -2.058 1.097
H -4.121 -0.670 0.240
H -0.771 2.934 0.260
*
```

SMILES string ... C[C@@H](O)[C@H](N)C(=O)N[C@@H](CC(N)=O)C(=O)O
HOMO ... -9.5 eV

Arrangement b

Below is an isolated molecule of C8H15N3O5, with properties calculated with ωB97M-V with the def2-TZVPD basis set.

```
! RIJCOSX wB97M-V def2-TZVPD def2/J DEFGRID3
* xyz 0 1
C -0.985 2.397 0.780
C -2.053 1.523 0.053
O -2.123 1.843 -1.387
C -1.873 0.047 0.085
N -0.964 -0.582 -0.976
C 0.378 -1.087 -0.688
O 0.928 -1.838 -1.584
C 1.104 -0.792 0.671
N 0.845 -2.090 1.498
C 2.628 -0.693 0.594
C 3.089 0.437 -0.227
N 3.819 0.266 -1.355
O 2.853 1.519 0.296
C -3.157 -0.719 -0.006
O -3.951 -0.830 0.974
O -3.367 -1.276 -1.235
H -1.127 3.492 0.525
H -1.225 2.268 1.983
H 0.112 2.018 0.550
H -2.986 1.951 0.575
H -1.234 1.293 -1.873
H -1.510 -0.340 1.058
H -1.496 -1.145 -1.768
H 0.668 0.121 1.234
H 1.212 -1.726 2.398
H 1.614 -2.909 1.215
H 2.918 -0.457 1.656
H 3.024 -1.699 0.214
H 3.621 -0.528 -1.895
H 3.471 1.095 -2.083
H -4.235 -1.559 -1.285
*
```

SMILES string ... C[C@@H](O)[C@H](NC(=O)[C@@H](N)CC(N)=O)C(=O)O
HOMO ... -9.9 eV

Decreasing stability: arrangement a, arrangement b

Arrangement a

Below is a structure of composition C5H9FN2, with properties calculated with ωB97M-V with the def2-TZVPD basis set.

```
! RIJCOSX wB97M-V def2-TZVPD def2/J DEFGRID3
* xyz 0 1
C 0.241 -0.050 1.027
C -0.915 -0.537 0.071
C -0.357 -0.013 -1.299
C 0.084 1.466 -0.952
C 1.067 0.635 -0.027
H 1.455 -1.599 1.148
H 0.468 -1.536 2.450
H -0.102 0.693 1.778
H -1.011 -1.613 0.129
H -0.844 -0.271 -2.291
H -0.665 2.125 -0.467
H 0.618 1.940 -1.740
H 1.969 1.118 0.309
H 1.717 -0.136 -1.882
N 1.024 -0.985 1.761
N 1.137 -0.437 -1.114
F -2.162 0.025 0.346
*
```

HOMO ... -9.1 eV

Arrangement b

Below is an isolated molecule of C5H9FN2, with properties calculated with ωB97M-V with the def2-TZVPD basis set.

```
! RIJCOSX wB97M-V def2-TZVPD def2/J DEFGRID3
* xyz 0 1
H -0.639 -2.299 0.041
N -1.358 -1.648 -0.215
C -0.785 -0.589 -0.725
C -1.601 0.453 -1.430
F -1.535 1.687 -0.707
N 0.652 -0.407 -0.783
C 1.272 0.891 -0.514
C 1.311 -0.236 0.524
C 0.554 -0.152 1.821
H -1.215 0.644 -2.439
H -2.657 -0.005 -1.340
H 0.497 1.718 -0.322
H 2.155 1.055 -1.164
H 2.236 -0.758 0.659
H -0.096 -1.086 1.890
H -0.059 0.890 1.923
H 1.266 -0.157 2.781
*
```

SMILES string ... [H]/N=C(/CF)N1C[C@H]1C
HOMO ... -9.4 eV

Decreasing stability: arrangement a, arrangement b